(1)
{"formula": "C36H44N6O3Pt", "method": "ωB97M-V/def2-TZVPD", "multiplicity": 3, "s2": 2.007, "homo_ev": [-6.55, -8.12], "homo_lumo_gap_ev": [6.73, 6.89], "species": ["Pt", "O", "O", "O", "N", "N", "N", "N", "N", "N", "C", "C", "C", "C", "C", "C", "C", "C", "C", "C", "C", "C", "C", "C", "C", "C", "C", "C", "C", "C", "C", "C", "C", "C", "C", "C", "C", "C", "C", "C", "C", "C", "C", "C", "C", "C", "H", "H", "H", "H", "H", "H", "H", "H", "H", "H", "H", "H", "H", "H", "H", "H", "H", "H", "H", "H", "H", "H", "H", "H", "H", "H", "H", "H", "H", "H", "H", "H", "H", "H", "H", "H", "H", "H", "H", "H", "H", "H", "H", "H"], "positions_angstrom": [[-0.107, -0.475, -0.352], [3.280, 1.443, 1.263], [-3.489, 2.026, -0.191], [1.616, -2.019, -2.142], [1.810, -0.182, 0.533], [-2.130, 0.166, -0.244], [-0.008, 1.637, 0.044], [-1.543, -3.401, 0.826], [0.097, -2.676, -0.603], [1.726, -4.184, -1.437], [4.605, -0.965, -2.386], [4.310, -3.497, 1.133], [-2.834, -1.210, 3.467], [-4.745, -1.973, 1.235], [3.865, -1.403, -0.001], [1.169, -2.903, -1.438], [-2.390, 1.491, -0.171], [1.119, 2.109, 0.550], [2.205, 1.078, 0.801], [-1.861, -1.472, -3.055], [2.942, -4.414, -2.210], [0.704, -3.239, 3.378], [2.712, -1.249, 0.782], [-3.287, -0.259, 2.359], [-3.289, -1.037, -2.724], [1.194, 3.429, 0.968], [-3.232, -0.717, -0.154], [-4.691, -2.347, -1.130], [5.558, 0.362, -0.490], [-0.467, -3.665, 0.077], [1.190, -5.172, -0.689], [0.083, -4.982, 0.059], [-4.382, 0.685, 2.854], [-3.489, 0.438, -3.083], [4.649, -2.537, 0.198], [-1.144, 2.319, 0.061], [-1.155, 3.644, 0.464], [2.371, -2.201, 1.761], [1.521, -0.900, 3.716], [-3.718, -1.370, -1.301], [1.186, -1.975, 2.677], [-3.760, -0.996, 1.121], [4.316, -0.368, -1.009], [0.046, 4.206, 0.884], [3.179, -3.321, 1.914], [-5.198, -2.660, 0.123], [-5.164, -2.196, 2.208], [-3.601, 0.542, -4.163], [1.880, 0.015, 3.251], [2.308, -1.258, 4.383], [4.936, -4.369, 1.271], [3.747, -1.513, -2.770], [0.358, -1.591, 2.066], [1.418, -3.580, 4.130], [-5.071, -2.860, -2.005], [0.644, -0.665, 4.323], [-2.007, -1.843, 3.140], [-4.018, 1.285, 3.690], [-2.492, -0.643, 4.335], [-5.959, -3.422, 0.227], [-5.249, 0.119, 3.204], [-2.627, 1.035, -2.784], [-2.419, 0.339, 2.079], [-3.645, -1.858, 3.802], [-3.963, -1.621, -3.359], [3.818, -4.221, -1.589], [5.550, -2.660, -0.391], [-2.054, -4.159, 1.241], [4.841, -0.166, -3.089], [2.942, -5.442, -2.567], [0.072, 5.241, 1.200], [0.538, -4.061, 2.678], [2.945, -3.730, -3.052], [-0.235, -3.038, 3.896], [5.382, 0.797, 0.491], [-2.052, -2.537, 0.681], [6.398, -0.333, -0.422], [-0.352, -5.782, 0.635], [-1.162, -0.926, -2.411], [-1.608, -1.237, -4.088], [5.471, -1.631, -2.359], [-1.710, -2.540, -2.887], [-4.704, 1.354, 2.057], [1.693, -6.128, -0.743], [2.125, 3.798, 1.372], [5.842, 1.157, -1.181], [-4.365, 0.864, -2.596], [3.507, 0.355, -1.131], [2.928, -4.063, 2.659], [-2.092, 4.182, 0.472]]}

***

(2)
{"formula": "C17H14ClNO3STi", "method": "ωB97M-V/def2-TZVPD", "e_above_lowest_kcal_mol": 41.9, "homo_ev": [-6.22, -6.31], "homo_lumo_gap_ev": [4.39, 4.46], "species": ["Ti", "Cl", "S", "O", "O", "O", "N", "C", "C", "C", "C", "C", "C", "C", "C", "C", "C", "C", "C", "C", "C", "C", "C", "C", "H", "H", "H", "H", "H", "H", "H", "H", "H", "H", "H", "H", "H", "H"], "positions_angstrom": [[0.150, 0.173, -1.019], [-1.360, 0.249, -2.651], [-1.223, 2.515, 1.661], [-0.110, 3.325, 2.073], [-2.367, 3.126, 1.039], [-0.476, -1.011, 0.539], [-0.725, 1.209, 0.652], [1.583, -2.801, -2.998], [1.627, -1.918, -4.125], [-2.025, 0.711, 5.226], [2.286, 0.041, -1.507], [-1.651, 1.411, 2.974], [-1.882, 1.765, 4.292], [1.267, 2.103, -1.385], [-0.575, -2.262, -3.557], [1.725, 1.109, -2.286], [1.631, 1.713, -0.048], [0.224, -3.005, -2.650], [-1.606, -0.965, 3.487], [-1.477, 0.078, 2.576], [-0.921, 0.004, 1.237], [2.232, 0.425, -0.119], [0.297, -1.587, -4.467], [-1.902, -0.625, 4.818], [-1.910, 2.816, 4.598], [1.549, 2.341, 0.840], [-0.147, -3.674, -1.877], [0.889, 3.086, -1.650], [-2.223, 0.954, 6.276], [2.527, -1.624, -4.679], [2.451, -3.298, -2.552], [-1.656, -2.254, -3.583], [-2.005, -1.422, 5.559], [-0.008, -0.961, -5.306], [2.768, -0.851, -1.891], [2.725, -0.094, 0.719], [1.756, 1.179, -3.369], [-1.439, -1.984, 3.152]]}

***

(3)
{"formula": "C5H8N", "method": "ωB97M-V/def2-TZVPD", "multiplicity": 3, "s2": 2.047, "e_above_lowest_kcal_mol": 70.5, "homo_ev": [-13.05, -15.40], "total_charge": 1, "homo_lumo_gap_ev": [7.80, 7.09], "species": ["N", "C", "C", "C", "C", "C", "H", "H", "H", "H", "H", "H", "H", "H"], "positions_angstrom": [[-3.031, -0.493, 0.124], [2.278, 0.238, 0.099], [3.420, -0.551, -0.099], [-0.041, 0.469, -0.164], [-4.125, 0.047, 0.043], [0.965, -0.235, 0.397], [4.327, -0.032, -0.249], [-4.380, 1.040, -0.097], [2.376, 1.232, -0.142], [0.095, 1.196, -0.951], [-5.056, -0.430, -0.004], [0.531, -0.961, 1.129], [3.681, -1.596, 0.079], [-1.038, 0.076, -0.166]]}

***

| no. | total energy (eV) |
| --- | --- |
| 1 | -56378.3248 |
| 2 | -71959.9775 |
| 3 | -6791.5182 |